1.
Formula: C40H42BaN2
Source: the OMol25 dataset
Level of theory: wB97M-V/def2-TZVPD

Its net charge is -2. As for the gap between HOMO and LUMO: 3.588 eV. As for the LUMO energy: 0.147 Eh. The HOMO energy is 0.0150 Eh.

Cartesian coordinates (Å):
Ba -0.86710 1.45171 0.19976
C -2.52726 2.63432 2.16013
C -3.24339 2.74233 0.95345
C -3.59933 1.43420 0.53745
C -3.12046 0.51845 1.49495
C -2.44624 1.25959 2.48952
C -1.73130 0.72296 3.69976
C -3.24951 -0.97612 1.39411
C -4.33615 1.07127 -0.72254
C -3.55016 3.99731 0.19209
C -1.86147 3.72881 2.93816
H -2.30502 0.90751 4.61907
H -0.75428 1.19313 3.85334
H -1.56853 -0.35485 3.63227
H -4.30104 -1.27724 1.45412
H -2.72183 -1.48885 2.20030
H -2.85224 -1.37999 0.46005
H -5.40410 0.91170 -0.52480
H -3.95007 0.15650 -1.17960
H -4.26945 1.86258 -1.47549
H -3.19646 4.88086 0.72606
H -4.62547 4.11592 0.01817
H -3.07492 4.02359 -0.79920
H -2.16602 3.71740 3.99069
H -2.09544 4.71382 2.53118
H -0.76677 3.65117 2.92160
C 2.52735 1.11754 4.15091
C 2.06928 -0.06898 3.31104
C 3.00494 -0.40543 2.18355
C 3.89531 -1.46439 2.29496
C 4.74642 -1.79041 1.24928
C 4.68464 -1.06213 0.07570
C 3.79992 0.00386 -0.07178
C 3.70547 0.71517 -1.39430
C 4.81863 1.73577 -1.61105
C 2.98769 0.34504 1.00603
N 2.09101 1.44925 0.89162
C 2.66800 2.60261 0.92303
C 1.98578 3.83438 0.63304
C 2.40406 5.14691 0.85818
C 1.34126 5.95407 0.42300
C 0.36886 5.07394 -0.06044
N 0.75063 3.78993 0.06758
H 1.83607 1.31881 4.97317
H 2.59772 2.02020 3.54685
H 3.51448 0.92047 4.57500
H 1.08070 0.13728 2.89861
H 1.95746 -0.95360 3.94565
H 3.89860 -2.04861 3.20872
H 5.42303 -2.63121 1.33887
H 5.30657 -1.33836 -0.76824
H 2.73147 1.19698 -1.48033
H 3.73896 -0.03700 -2.18518
H 4.72815 2.57962 -0.92405
H 4.79052 2.13220 -2.62653
H 5.80126 1.28654 -1.44998
H 3.74149 2.67386 1.15157
H 3.34419 5.45342 1.29031
H 1.28407 7.03151 0.43688
H -0.58667 5.32407 -0.49634
C -0.22433 -0.65802 -1.23582
C -0.56527 -1.71985 -1.76005
C -0.92332 -2.95410 -2.37690
C -0.62852 -3.10876 -3.76927
C -0.25377 -1.97210 -4.54305
C 0.06218 -2.05497 -5.87880
C 0.05138 -3.27171 -6.56280
C -0.26916 -4.40342 -5.82352
C -0.59486 -4.33508 -4.48221
C -1.52115 -3.95557 -1.54161
C -2.37517 -4.99797 -1.98634
C -2.94037 -5.91058 -1.11650
C -2.70178 -5.86002 0.25213
C -1.88058 -4.83505 0.72144
C -1.31679 -3.91690 -0.13472
H -0.21765 -1.01708 -4.03462
H 0.32840 -1.13864 -6.39986
H 0.30124 -3.33385 -7.61512
H -0.25348 -5.38305 -6.29553
H -0.77467 -5.26266 -3.95888
H -2.64562 -5.04849 -3.03126
H -3.60205 -6.67157 -1.52358
H -3.14718 -6.57771 0.93122
H -1.67435 -4.74791 1.78361
H -0.68644 -3.12632 0.25208

---

2.
Formula: C40H42BaN2
Source: the OMol25 dataset
Level of theory: wB97M-V/def2-TZVPD

Its net charge is -2. As for the gap between HOMO and LUMO: 3.804 eV. As for the LUMO energy: 0.148 Eh. The HOMO energy is 0.0081 Eh.

Cartesian coordinates (Å):
Ba -0.36867 -0.11799 -0.26180
C -1.17260 -0.10214 2.55684
C -0.64691 1.20883 2.47586
C 0.75521 1.11217 2.42568
C 1.10490 -0.25118 2.47622
C -0.08679 -1.00870 2.55715
C -0.22128 -2.50493 2.62008
C 2.50952 -0.78302 2.52920
C 1.70997 2.26918 2.40320
C -1.43612 2.48664 2.47538
C -2.61890 -0.49812 2.63154
H -0.64955 -2.84067 3.57131
H 0.74507 -3.00057 2.51045
H -0.86653 -2.90509 1.83068
H 2.97099 -0.63309 3.51342
H 3.16545 -0.29932 1.79753
H 2.54367 -1.85339 2.32289
H 1.94691 2.63949 3.41016
H 1.30651 3.11817 1.84300
H 2.66053 1.99919 1.93531
H -1.26322 3.08558 3.37824
H -2.50910 2.28791 2.43232
H -1.19336 3.13602 1.62519
H -2.98136 -0.58447 3.66379
H -2.78824 -1.47019 2.16512
H -3.27642 0.21812 2.12881
C 4.61500 2.17127 -3.60692
C 4.33376 1.52746 -2.25030
C 4.30067 0.01620 -2.29022
C 5.51205 -0.66539 -2.39427
C 5.55320 -2.04774 -2.39206
C 4.37029 -2.75780 -2.25522
C 3.14289 -2.11614 -2.13003
C 1.90214 -2.93444 -1.91341
C 1.66803 -3.20663 -0.42854
C 3.10821 -0.71724 -2.17988
N 1.87886 -0.00619 -2.07810
C 1.53118 0.58457 -3.17389
C 0.44560 1.49556 -3.30087
C 0.04825 2.19680 -4.45053
C -1.01365 3.00963 -4.05393
C -1.20111 2.75250 -2.68921
N -0.33211 1.84475 -2.22511
H 4.71038 3.25535 -3.51241
H 3.81181 1.96999 -4.31795
H 5.54204 1.78274 -4.03508
H 3.39729 1.91137 -1.84642
H 5.12230 1.82745 -1.55262
H 6.42982 -0.08977 -2.46985
H 6.49890 -2.57015 -2.48111
H 4.38196 -3.84274 -2.24159
H 1.99605 -3.89162 -2.42840
H 1.01384 -2.45755 -2.33328
H 2.48311 -3.80656 -0.00996
H 0.71975 -3.72350 -0.28341
H 1.65918 -2.28018 0.15669
H 2.11250 0.40972 -4.08657
H 0.48690 2.11380 -5.43481
H -1.58296 3.69466 -4.66532
H -1.94094 3.19592 -2.03384
C -1.49410 -2.24864 -1.28090
C -1.75444 -3.42679 -1.03073
C -1.98887 -4.80245 -0.70321
C -1.18783 -5.77695 -1.39081
C -0.91197 -7.08986 -0.92015
C -0.09208 -7.96455 -1.61079
C 0.50956 -7.61180 -2.81388
C 0.26944 -6.32312 -3.29568
C -0.53941 -5.43961 -2.61553
C -2.99337 -5.09793 0.27856
C -3.57837 -4.04903 1.03742
C -4.54918 -4.26952 1.99003
C -5.03268 -5.55350 2.24678
C -4.51916 -6.59641 1.48269
C -3.54084 -6.38420 0.52664
H -1.29948 -7.40807 0.03716
H 0.09402 -8.94612 -1.18236
H 1.14984 -8.30418 -3.34817
H 0.72773 -6.00069 -4.22703
H -0.69848 -4.44282 -3.00650
H -3.24158 -3.04258 0.82875
H -4.93753 -3.41992 2.54447
H -5.79228 -5.72889 3.00010
H -4.89653 -7.60654 1.61824
H -3.22110 -7.22561 -0.07075

---

Most stable to least stable, the ends of the list are 2 and 1.

---

1.
Formula: H4N3P
Source: the OMol25 dataset
Level of theory: wB97M-V/def2-TZVPD

As for the gap between HOMO and LUMO: 9.066 eV. As for the SMILES: [H]/N=N/[PH2]=N. As for the LUMO energy: -0.004 Eh. The HOMO energy is -0.3372 Eh.

Cartesian coordinates (Å):
H -0.01388 2.48384 -1.25889
N 0.27234 1.77017 -0.51244
N -0.66404 0.97414 -0.45607
P -0.26170 -0.55674 0.35664
N 0.47698 -1.57903 -0.51367
H -1.47387 -1.05879 0.69997
H 0.14449 -0.29831 1.53383
H 1.39521 -1.38910 -0.18407

---

2.
Formula: H4N3P
Source: the OMol25 dataset
Level of theory: wB97M-V/def2-TZVPD

As for the gap between HOMO and LUMO: 8.524 eV. As for the LUMO energy: -0.025 Eh. The HOMO energy is -0.3384 Eh.

Cartesian coordinates (Å):
N 0.15765 1.31605 -1.20444
N -1.82121 -0.60505 -0.68792
N -0.53516 0.07551 -0.72418
P 0.66652 -0.96029 0.10089
H 1.12843 1.20195 -0.85753
H -2.41605 -0.09016 -1.30056
H -0.01878 -1.25854 1.25359
H 1.31600 0.25580 0.45218

---

Most stable to least stable, the ends of the list are 1 and 2.

---

1.
Formula: CH10N2O3
Source: the OMol25 dataset
Level of theory: wB97M-V/def2-TZVPD

As for the gap between HOMO and LUMO: 3.835 eV. As for the LUMO energy: -0.195 Eh. The HOMO energy is -0.3363 Eh.

Cartesian coordinates (Å):
N 0.23318 -0.08528 1.63112
C -1.03399 -0.23324 0.88440
N -0.88359 0.36071 -0.43962
H 0.01866 -0.35867 2.64279
H 0.51343 0.98595 1.60209
H -1.92332 0.12885 1.32172
H 0.13389 0.18268 -0.70137
H 1.27974 -1.40433 -1.36430
H -0.87497 1.35959 -0.36632
O 1.58565 -0.28924 -1.90212
H -1.02520 -1.38507 0.77239
H -1.92068 2.64610 0.53160
O -1.03009 2.52092 0.81209
H 0.71418 -3.02377 -1.16840
H 2.52530 -0.23018 -2.05088
O 0.85892 -2.16039 -0.76824

---

2.
Formula: CH10N2O3
Source: the OMol25 dataset
Level of theory: wB97M-V/def2-TZVPD

As for the gap between HOMO and LUMO: 4.470 eV. As for the LUMO energy: -0.193 Eh. The HOMO energy is -0.3572 Eh.

Cartesian coordinates (Å):
N 1.12098 0.23306 0.71642
C 0.65255 -1.02269 0.26598
N 0.00096 -1.07906 -1.00477
H 0.39269 0.97631 0.91654
H 1.63418 0.51886 -0.12444
H 1.62945 -1.50344 -0.01531
H -1.00144 -0.91707 -1.07902
H -1.72665 0.32235 1.05337
H 0.59030 -0.43655 -1.63572
O -1.09774 1.44381 0.74971
H 0.26759 -1.65736 1.10090
H 2.28909 0.85378 -2.60851
O 1.68732 0.79959 -1.93471
H -2.98746 -0.65863 1.42578
H -1.22665 2.11213 1.34945
O -2.04334 -0.68743 1.18995

---

Most stable to least stable, the ends of the list are 2 and 1.

---

1.
Formula: C5H10NO
Source: the OMol25 dataset
Level of theory: wB97M-V/def2-TZVPD

Its net charge is +1. As for the gap between HOMO and LUMO: 10.585 eV. As for the SMILES: C#[N+][C@@H](C)OCC. As for the LUMO energy: -0.168 Eh. The HOMO energy is -0.5569 Eh.

Cartesian coordinates (Å):
C -1.47411 1.70486 0.77941
N -0.48278 1.27279 0.40329
C 0.71184 0.51549 0.24428
C 1.61062 0.97087 1.58714
O 0.42966 -0.80509 0.31338
C 0.11256 -1.48846 -0.90728
C -1.28189 -1.16553 -1.42283
H -2.40289 2.10982 1.10407
H 1.20669 0.85846 -0.67344
H 2.56492 0.46793 1.48619
H 1.09244 0.62017 2.46944
H 1.73525 2.04546 1.57952
H 0.87875 -1.26573 -1.66059
H 0.18131 -2.54202 -0.63302
H -2.01469 -1.30495 -0.63149
H -1.34639 -0.14825 -1.80426
H -1.52129 -1.84583 -2.23379

---

2.
Formula: C5H10NO
Source: the OMol25 dataset
Level of theory: wB97M-V/def2-TZVPD

Its net charge is +1. As for the gap between HOMO and LUMO (alpha / beta): 8.192 / 8.475 eV. As for the LUMO energy (alpha / beta): -0.157 / -0.159 Eh. The HOMO energy (alpha / beta) is -0.4579 / -0.4709 Eh.

Cartesian coordinates (Å):
C -0.26322 -1.84246 -1.67851
C 1.70125 -1.43602 1.33395
C -0.20029 -0.80755 -0.82539
C 0.59246 1.50211 -0.31236
C -0.57135 0.47068 -0.15325
N -0.94060 0.32125 1.26098
O 1.26942 -1.12512 2.36047
H -0.41536 -1.77410 -2.70595
H 0.10497 -2.83891 -1.43229
H 2.80449 -1.49970 1.19711
H 0.93384 1.69603 -1.32031
H 0.13247 2.42633 -0.04808
H 1.51123 1.37616 0.23926
H -1.60242 0.95556 -0.55344
H -1.52831 -0.58715 1.22118
H -1.47545 1.13864 1.69845
H -0.12353 -0.02378 1.97187

---

Most stable to least stable, the ends of the list are 1 and 2.

---

1.
Formula: C5H10NO
Source: the OMol25 dataset
Level of theory: wB97M-V/def2-TZVPD

Its net charge is +1. As for the gap between HOMO and LUMO: 10.782 eV. As for the SMILES: [NH3+]/C=C\[C@@H]1C[C@@H]1O. As for the LUMO energy: -0.124 Eh. The HOMO energy is -0.5204 Eh.

Cartesian coordinates (Å):
N -0.53332 0.75688 -1.60253
C 0.90319 0.54611 -1.14024
C 1.56157 0.00262 -0.15559
C 0.94213 -0.65300 1.04768
C -0.38725 -1.29511 0.79143
C -0.35692 0.01634 1.52413
O -0.92089 1.13340 0.88453
H -1.12317 1.03860 -0.83228
H -0.88108 -0.17487 -2.04583
H -0.30370 1.38903 -2.36632
H 1.38536 1.12459 -1.92233
H 2.58750 0.23193 -0.32347
H 1.71653 -1.14472 1.66064
H -0.64591 -2.17487 1.41626
H -0.81641 -1.39114 -0.24330
H -0.71065 0.05577 2.52073
H -0.66639 2.02690 1.29876

---

2.
Formula: C5H10NO
Source: the OMol25 dataset
Level of theory: wB97M-V/def2-TZVPD

Its net charge is +1. As for the gap between HOMO and LUMO: 11.357 eV. As for the SMILES: O=C[C@@H]1CCC[NH2+]1. As for the LUMO energy: -0.139 Eh. The HOMO energy is -0.5563 Eh.

Cartesian coordinates (Å):
O -0.96741 -0.10091 2.78433
C -0.14975 -0.72692 2.15320
C -0.08072 -0.76156 0.68235
C 1.10037 -0.60436 -0.21929
C 0.82725 0.49301 -1.40712
C -0.58334 1.01431 -1.13503
N -1.09916 0.31200 0.07369
H 0.63412 -1.33610 2.78360
H -0.38855 -1.85873 0.43999
H 2.09835 -0.27750 0.32264
H 1.13784 -1.63058 -0.65413
H 1.68801 1.20020 -1.48266
H 0.79965 0.01589 -2.41830
H -1.26668 1.22022 -2.13421
H -0.55200 2.12226 -0.82456
H -2.07773 0.13326 -0.02659
H -1.12026 0.78551 1.06209

---

3.
Formula: C5H10NO
Source: the OMol25 dataset
Level of theory: wB97M-V/def2-TZVPD

Its net charge is +1. As for the gap between HOMO and LUMO: 10.727 eV. As for the SMILES: CC(CO)=[N+]1CC1. As for the LUMO energy: -0.147 Eh. The HOMO energy is -0.5407 Eh.

Cartesian coordinates (Å):
C 0.01455 -1.69220 -0.27467
C 0.19783 -0.30568 0.04764
C 1.86624 0.34817 0.37787
O 2.48583 0.73144 -0.86514
N -0.72677 0.49490 0.29956
C -1.19908 1.75295 0.67074
C -2.12026 0.70325 0.25500
H 0.55759 -2.08553 0.66932
H 0.69337 -1.93114 -1.19893
H -1.14130 -1.99837 -0.44197
H 1.52589 1.10982 0.99477
H 2.50324 -0.38932 0.89488
H 2.07494 1.40705 -1.36804
H -0.81746 2.47787 -0.01192
H -1.14051 2.09701 1.72868
H -2.82642 0.31671 1.05151
H -2.51528 0.63090 -0.73535

---

Most stable to least stable, the ends of the list are 2 and 3.

---

1.
Formula: C5H10NO
Source: the OMol25 dataset
Level of theory: wB97M-V/def2-TZVPD

Its net charge is +1. As for the gap between HOMO and LUMO (alpha / beta): 7.515 / 7.746 eV. As for the LUMO energy (alpha / beta): -0.197 / -0.184 Eh. The HOMO energy (alpha / beta) is -0.4730 / -0.4690 Eh.

Cartesian coordinates (Å):
C -3.51280 1.04434 -0.60089
C 2.15055 0.23438 -0.42056
C -0.95664 -1.74163 0.14763
C 1.10718 1.18271 0.22654
C -1.22074 0.58575 0.40170
N -2.45556 0.76114 -0.14206
O -0.19602 0.97814 -0.36278
H -4.47939 1.10484 -0.91348
H 2.29218 -0.69958 0.23125
H 2.02113 0.17754 -1.51464
H 3.17565 0.75966 -0.27403
H -1.07220 -1.83305 -1.02835
H -1.77223 -1.97301 0.78346
H 0.00997 -1.63245 0.50653
H 1.51511 2.21451 0.01850
H 1.02335 1.26890 1.35729
H -1.16596 0.74377 1.52252

---

2.
Formula: C5H10NO
Source: the OMol25 dataset
Level of theory: wB97M-V/def2-TZVPD

Its net charge is +1. As for the gap between HOMO and LUMO (alpha / beta): 7.248 / 9.967 eV. As for the LUMO energy (alpha / beta): -0.210 / -0.153 Eh. The HOMO energy (alpha / beta) is -0.4765 / -0.5197 Eh.

Cartesian coordinates (Å):
C -1.24732 -0.36227 1.47074
C 0.56538 1.18295 0.74977
C -2.02365 0.14487 0.19088
C 0.19257 0.37837 -0.38842
C 1.80366 -0.42505 -2.62111
N 0.20109 -0.19610 1.12426
O -1.07631 0.24967 -0.83221
H -1.46487 0.00729 2.48627
H -1.31954 -1.46768 1.77238
H 1.63605 1.29442 1.01928
H -0.14995 1.95293 1.18739
H -2.76276 -0.55547 -0.11548
H -2.49452 1.02471 0.45141
H 2.37423 -1.18267 -2.11804
H 2.02836 0.62512 -2.55727
H 1.01635 -0.69890 -3.30755
H 0.76130 -0.81305 1.67886

---

Most stable to least stable, the ends of the list are 1 and 2.